# 1
# C5H8O

2 unconnected molecules or ions with the total composition C5H8O (wB97M-V/def2-TZVPD, the Open Molecules 2025 dataset).

Last column: Mulliken charge in e.
Positions of all 14 atoms, in Å:
C 0.704 -0.040 1.405  -0.910
C -0.397 -0.113 0.679  0.355
C -1.445 -0.932 0.062  -0.435
C -1.457 0.594 -0.044  -0.440
H 1.196 -0.932 1.786  0.298
H 1.162 0.921 1.628  0.297
H -1.219 -1.497 -0.841  0.199
H -2.171 -1.412 0.715  0.237
H -1.229 1.038 -1.012  0.201
H -2.192 1.144 0.537  0.226
C 1.811 0.323 -1.248  -0.098
O 2.004 1.506 -1.367  -0.421
H 2.513 -0.349 -0.717  0.293
H 0.917 -0.178 -1.670  0.196

## Properties
Kohn-Sham gap, eV: 10.875

=====

# 2
# C37H46FeN4

A molecular structure, C37H46FeN4 at a distorted geometry (wB97M-V/def2-TZVPD, the Open Molecules 2025 dataset).

Last column: Mulliken charge in e.
Positions of all 88 atoms, in Å:
Fe -0.191 0.487 -0.583  0.269
N -2.947 0.485 1.989  -0.386
N 0.360 2.026 1.335  0.720
C 0.297 0.677 -2.590  0.432
C -0.679 1.687 -2.216  -0.125
C -1.862 1.009 -1.755  0.628
C -3.148 1.649 -1.314  -1.053
H -3.030 2.737 -1.179  0.331
H -3.498 1.223 -0.357  0.278
H -3.932 1.493 -2.079  0.273
C -1.628 -0.404 -1.806  0.213
C -2.621 -1.469 -1.436  -0.233
H -3.284 -1.711 -2.290  0.155
H -3.254 -1.136 -0.597  -0.339
H -2.116 -2.399 -1.128  0.181
C -0.293 -0.608 -2.346  0.369
C 0.329 -1.939 -2.665  -1.280
H 0.023 -2.714 -1.944  0.236
H 1.430 -1.880 -2.648  0.296
H 0.025 -2.277 -3.674  0.328
C -0.509 3.172 -2.363  -1.393
H -0.950 3.537 -3.311  0.292
H 0.558 3.447 -2.367  0.244
H -0.994 3.721 -1.538  0.327
C 1.629 0.931 -3.234  -1.022
H 2.351 0.132 -2.999  0.209
H 2.072 1.881 -2.896  0.144
H 1.529 0.980 -4.336  0.260
C -3.569 -0.311 2.868  -0.730
H -4.649 -0.445 2.714  0.808
C -2.926 -0.950 3.938  -0.885
H -3.488 -1.586 4.629  0.523
C -1.546 -0.742 4.087  -0.475
H -0.995 -1.219 4.905  0.395
C -0.879 0.076 3.174  -0.392
H 0.200 0.241 3.252  0.313
C -1.611 0.680 2.124  -0.281
C -0.984 1.501 1.072  -0.105
H -1.654 2.302 0.728  0.843
C 1.111 1.616 0.288  -1.163
C 1.059 2.864 2.199  -0.891
H 0.633 3.287 3.107  0.584
C 2.312 2.980 1.654  -0.649
H 3.195 3.516 1.994  0.555
N 2.333 2.214 0.470  1.184
C 3.440 2.138 -0.440  -0.235
C 3.815 3.297 -1.154  1.174
C 4.873 3.192 -2.072  -0.848
H 5.164 4.081 -2.644  0.315
C 5.551 1.981 -2.290  0.819
C 6.701 1.897 -3.268  -1.486
H 6.689 0.942 -3.820  0.360
H 7.672 1.958 -2.740  0.287
H 6.668 2.722 -4.000  0.357
C 5.147 0.852 -1.557  -1.183
H 5.662 -0.103 -1.714  0.366
C 4.096 0.902 -0.626  1.283
C 3.664 -0.340 0.113  -1.335
H 3.378 -0.117 1.154  0.202
H 4.469 -1.093 0.116  0.511
H 2.773 -0.783 -0.365  0.141
C 3.092 4.611 -0.963  -1.792
H 3.461 5.152 -0.072  0.357
H 2.010 4.459 -0.821  0.287
H 3.246 5.266 -1.836  0.396
C -5.111 -2.339 1.002  -2.088
N -4.085 -3.186 1.661  5.191
C -4.737 -4.487 1.923  -2.879
C -2.889 -3.343 0.781  -3.117
C -1.446 -2.701 1.201  2.240
C -0.958 -3.552 2.237  -0.944
C 0.280 -3.430 2.821  -1.218
C 1.119 -2.434 2.416  -0.446
C 0.712 -1.545 1.440  0.673
C -0.512 -1.531 0.760  -0.090
H -5.441 -2.773 0.030  0.494
H -4.754 -1.324 0.785  -0.286
H -6.010 -2.219 1.648  0.787
H -3.811 -2.815 2.585  -1.102
H -5.066 -4.971 0.974  0.030
H -4.047 -5.172 2.456  0.134
H -5.636 -4.353 2.570  0.747
H -2.623 -4.427 0.759  0.279
H -3.258 -3.601 -0.229  0.448
H -1.553 -4.381 2.618  -0.051
H 0.586 -4.118 3.599  0.377
H 2.089 -2.325 2.879  0.408
H 1.368 -0.754 1.210  -0.554

## Properties
Kohn-Sham gap (spin up / spin down), eV: 2.189 / 6.543
Spin multiplicity: 6
⟨S²⟩: 8.79
Charge: -1